The following is a quantum chemistry calculation of a 6-piece molecular cluster, C25H49NO11S overall, from the OMol25 dataset.

XYZ file:
```
87
Properties=species:S:1:pos:R:3:mulliken_charge:R:1
N 2.224 -4.726 1.745 -0.473
C 1.932 -3.406 1.186 -0.788
C 3.179 -2.478 1.039 1.690
C 4.479 -3.146 1.488 -1.479
C 5.711 -2.778 0.683 0.577
O 5.971 -1.672 0.313 -0.513
O 6.595 -3.793 0.519 -0.510
C 2.957 -1.108 1.738 -0.666
O 2.767 -0.127 0.715 -0.319
S 2.580 -0.778 -0.704 0.964
O 3.312 -0.038 -1.664 -0.642
O 1.202 -1.059 -0.919 -0.340
O 3.292 -2.145 -0.371 -0.500
H 2.388 -4.658 2.744 0.195
H 1.418 -5.325 1.629 0.177
H 1.548 -3.552 0.178 0.398
H 1.153 -2.870 1.736 0.202
H 4.334 -4.223 1.531 0.648
H 4.725 -2.819 2.503 0.312
H 6.134 -4.640 0.493 0.379
H 3.822 -0.793 2.318 0.308
H 2.072 -1.129 2.373 0.257
C -1.982 0.683 1.616 -0.314
C -0.837 1.511 2.194 -0.433
C -0.156 0.501 3.107 -0.503
O -0.337 -0.780 2.496 -0.435
C -1.320 -0.674 1.448 0.104
H -2.362 1.084 0.679 0.046
H -2.809 0.627 2.329 0.254
H -0.161 1.819 1.394 0.117
H -1.168 2.406 2.718 0.468
H -0.611 0.493 4.104 0.295
H 0.915 0.686 3.221 0.279
H -0.806 -0.734 0.486 -0.149
H -2.014 -1.512 1.519 0.305
C -1.953 4.408 -2.244 -0.667
C -2.965 5.204 -1.420 -0.204
C -3.237 4.248 -0.266 -0.577
O -2.023 3.522 -0.058 -0.284
C -1.129 3.742 -1.150 -0.333
H -1.347 5.027 -2.905 0.363
H -2.461 3.654 -2.850 0.261
H -2.513 6.128 -1.056 -0.010
H -3.869 5.462 -1.971 0.391
H -4.038 3.541 -0.514 0.269
H -3.502 4.757 0.661 0.303
H -0.312 4.392 -0.820 0.297
H -0.705 2.782 -1.452 0.221
C -0.242 10.346 -0.442 -0.557
C -1.665 10.876 -0.616 -0.567
C -2.352 9.691 -1.282 -0.476
O -1.701 8.522 -0.782 -0.303
C -0.503 8.886 -0.094 -0.456
H 0.327 10.864 0.328 0.335
H 0.307 10.421 -1.382 0.270
H -2.114 11.078 0.359 0.268
H -1.723 11.784 -1.214 0.333
H -2.237 9.728 -2.371 0.295
H -3.416 9.624 -1.051 0.272
H -0.654 8.757 0.983 0.291
H 0.298 8.217 -0.412 0.277
C -2.537 -1.249 -3.337 -0.677
C -3.553 -0.543 -2.439 -0.063
C -3.804 -1.598 -1.368 -0.434
O -2.587 -2.329 -1.235 -0.413
C -1.699 -1.996 -2.307 0.057
H -1.941 -0.566 -3.940 0.373
H -3.041 -1.949 -4.006 0.272
H -3.102 0.348 -1.993 -0.221
H -4.464 -0.243 -2.954 0.401
H -4.606 -2.283 -1.667 0.336
H -4.063 -1.168 -0.398 0.249
H -0.894 -1.368 -1.920 -0.061
H -1.261 -2.918 -2.691 0.281
C 1.451 -8.982 -0.583 -0.605
C 1.573 -10.021 0.531 -0.538
C 2.546 -9.334 1.481 -0.487
O 2.309 -7.931 1.351 -0.347
C 1.488 -7.682 0.210 -0.328
H 0.546 -9.083 -1.179 0.353
H 2.312 -9.041 -1.253 0.281
H 0.607 -10.169 1.017 0.261
H 1.935 -10.989 0.188 0.337
H 3.584 -9.550 1.207 0.269
H 2.400 -9.617 2.525 0.266
H 0.481 -7.405 0.549 0.276
H 1.906 -6.845 -0.351 0.236
```

Computed properties:
E_tot   -61564.9485 eV
Kohn-Sham gap   9.687 eV
SMILES   NC[C@]1(CC(=O)O)COS(=O)(=O)O1.C1CCOC1.C1CCOC1.C1CCOC1.C1CCOC1.C1CCOC1